Formula: C42H51FN12O2
Source: the Open Molecules 2025 dataset
Level of theory: ωB97M-V with the def2-TZVPD basis set

Each line ends with the Mulliken charge.
Positions of all 108 atoms, in Å:
C (-3.023, -5.357, 2.629)  -1.5765
C (-4.489, -4.898, 2.710)  0.7539
C (-4.527, -3.594, 3.512)  -1.4966
C (-5.146, -4.765, 1.292)  -1.5689
C (-4.901, -3.405, 0.711)  0.4948
C (-5.890, -2.435, 0.647)  -1.0970
C (-5.674, -1.146, 0.164)  0.5834
C (-6.799, -0.131, 0.168)  -1.0051
C (-6.471, 1.078, 1.000)  -0.0094
N (-6.981, 1.210, 2.153)  -0.6834
C (-4.380, -0.848, -0.286)  1.2489
C (-3.385, -1.834, -0.248)  1.0846
C (-3.624, -3.106, 0.237)  -0.9588
C (-2.024, -1.467, -0.729)  -0.8439
O (-1.356, -2.212, -1.408)  -0.6892
C (-1.603, -0.087, -0.332)  -0.0626
C (-0.299, 0.219, 0.086)  0.9158
C (0.732, -0.884, 0.125)  -0.4055
C (2.110, -0.393, 0.455)  -0.3755
N (2.631, -0.690, 1.573)  -0.6512
C (-0.034, 1.526, 0.458)  -0.6748
C (-1.045, 2.472, 0.413)  0.3098
F (-0.765, 3.745, 0.799)  -0.4411
C (-2.322, 2.194, 0.000)  -1.0264
C (-2.597, 0.892, -0.375)  0.9828
C (-3.959, 0.472, -0.813)  -0.9389
O (-4.642, 1.159, -1.536)  -0.5813
H (-2.330, -4.523, 2.549)  0.3378
H (-2.841, -6.080, 1.836)  0.3771
H (-2.777, -5.851, 3.570)  0.4201
H (-5.024, -5.657, 3.281)  0.4224
H (-4.290, -3.832, 4.550)  0.4694
H (-3.786, -2.873, 3.175)  0.2878
H (-5.515, -3.136, 3.506)  0.3117
H (-6.207, -4.973, 1.419)  0.3713
H (-4.680, -5.528, 0.673)  0.4278
H (-6.878, -2.676, 1.009)  0.5107
H (-7.050, 0.130, -0.858)  0.2827
H (-7.679, -0.578, 0.638)  0.4278
H (-5.777, 1.806, 0.584)  0.3807
H (-6.618, 2.072, 2.563)  0.2668
H (-2.839, -3.844, 0.250)  0.6977
H (0.450, -1.583, 0.909)  0.2898
H (0.779, -1.377, -0.840)  0.3729
H (2.646, 0.186, -0.300)  0.5333
H (3.576, -0.305, 1.619)  0.2861
H (0.953, 1.804, 0.802)  0.5607
H (-3.090, 2.951, -0.022)  0.5952
C (-4.841, 1.950, -4.584)  -0.3106
C (-4.895, 1.815, -6.036)  0.1686
N (-4.938, 1.706, -7.176)  -0.3748
H (-4.030, 1.347, -4.184)  -0.0241
H (-4.673, 2.990, -4.313)  0.3093
H (-5.777, 1.615, -4.143)  0.2435
C (1.687, 5.602, 0.036)  -0.5073
C (3.096, 5.467, -0.310)  0.3134
N (4.198, 5.360, -0.604)  -0.3797
H (1.364, 4.730, 0.598)  -0.0022
H (1.536, 6.495, 0.640)  0.3310
H (1.088, 5.677, -0.869)  0.2550
C (-3.064, -2.155, -4.359)  -0.7622
C (-4.294, -2.389, -3.610)  0.5497
N (-5.253, -2.572, -3.010)  -0.4498
H (-3.011, -1.113, -4.669)  0.1882
H (-2.205, -2.387, -3.731)  0.1546
H (-3.046, -2.789, -5.243)  0.3790
C (-9.944, -4.149, -0.658)  -0.9371
C (-9.543, -3.025, 0.180)  0.5342
N (-9.229, -2.137, 0.832)  -0.5005
H (-9.929, -3.851, -1.704)  0.2756
H (-9.254, -4.979, -0.515)  0.2540
H (-10.949, -4.469, -0.390)  0.3347
C (-0.677, 1.653, 4.824)  -0.8384
C (-1.642, 0.851, 4.080)  0.3950
N (-2.392, 0.231, 3.474)  -0.3673
H (-0.039, 2.196, 4.129)  0.2129
H (-1.199, 2.364, 5.461)  0.3222
H (-0.058, 1.006, 5.443)  0.2919
C (6.254, 4.611, -3.465)  -0.5946
C (6.638, 3.528, -4.364)  0.3045
N (6.898, 2.662, -5.068)  -0.4047
H (6.953, 5.440, -3.558)  0.3426
H (5.254, 4.961, -3.710)  0.2747
H (6.258, 4.253, -2.437)  0.0893
C (8.033, 4.165, 0.449)  -0.6427
C (8.357, 2.766, 0.702)  0.3494
N (8.603, 1.665, 0.902)  -0.3813
H (8.505, 4.491, -0.476)  0.2314
H (6.954, 4.286, 0.361)  0.1405
H (8.396, 4.783, 1.268)  0.3052
C (11.179, -0.242, 0.710)  -0.7873
C (12.577, -0.403, 0.321)  0.3771
N (13.679, -0.528, 0.031)  -0.4247
H (10.874, -1.074, 1.337)  0.2471
H (11.053, 0.681, 1.267)  0.2398
H (10.546, -0.209, -0.174)  0.3391
C (13.173, -0.841, 4.639)  -0.7734
C (11.802, -0.968, 4.160)  0.3928
N (10.729, -1.069, 3.770)  -0.4314
H (13.658, -1.815, 4.629)  0.2623
H (13.727, -0.161, 3.995)  0.2708
H (13.174, -0.453, 5.656)  0.2882
C (3.392, 1.447, -4.455)  -0.8543
C (2.262, 1.398, -3.532)  0.4271
N (1.384, 1.361, -2.795)  -0.3638
H (3.437, 2.421, -4.938)  0.2434
H (4.319, 1.279, -3.912)  0.2503
H (3.285, 0.679, -5.218)  0.3067

Cartesian forces (eV/Å) of the 6 atoms listed first:
C -0.21 -0.29 0.51
C 0.60 0.47 -0.44
C -0.32 -0.47 0.41
C 0.33 0.10 1.12
C 0.22 -0.22 -0.44
C -0.12 0.09 0.18

**SMILES**: [H]/N=C/Cc1cc(F)cc2c1C(=O)c1cc(CC(C)C)cc(C/C=N/[H])c1C2=O.CC#N.CC#N.CC#N.CC#N.CC#N.CC#N.CC#N.CC#N.CC#N.CC#N
**Lowest unoccupied orbital energy**: -0.5 eV
**Gap between HOMO and LUMO**: 0.311 hartree
**Energy**: -69071.913 eV
**Multiplicity**: 1

***

Formula: C42H51N2O3
Source: the Open Molecules 2025 dataset
Level of theory: ωB97M-V with the def2-TZVPD basis set

Each line ends with the Mulliken charge.
Positions of all 98 atoms, in Å:
C (4.102, -5.241, 2.822)  -0.9296
N (2.662, -5.044, 2.836)  0.1566
C (1.849, -6.152, 3.283)  -0.9985
C (2.125, -3.825, 2.531)  0.9418
C (0.750, -3.518, 2.723)  -0.6940
C (0.275, -2.247, 2.431)  -0.7960
C (1.061, -1.323, 1.707)  -0.0430
C (0.505, 0.018, 1.226)  1.3960
C (-1.009, -0.033, 0.864)  -0.0199
C (-1.792, 1.148, 0.893)  -0.3415
C (-3.057, 1.219, 0.346)  -0.6965
C (-3.855, 2.532, 0.183)  2.4300
C (-4.426, 2.667, -1.239)  -1.6619
C (-2.976, 3.751, 0.427)  -2.2012
C (-5.025, 2.556, 1.181)  -1.8906
C (-3.717, -0.037, -0.012)  1.5604
O (-4.863, -0.034, -0.529)  -0.9299
C (-2.999, -1.288, 0.213)  -1.4382
C (-3.774, -2.618, 0.178)  2.1009
C (-4.864, -2.587, 1.264)  -1.7582
C (-2.853, -3.807, 0.449)  -1.9128
C (-4.442, -2.811, -1.190)  -1.8036
C (-1.635, -1.219, 0.442)  -0.2894
C (2.399, -1.655, 1.501)  -0.3744
C (2.955, -2.817, 1.996)  -0.6986
H (4.613, -4.512, 3.474)  0.3182
H (4.319, -6.257, 3.175)  0.2629
H (4.506, -5.109, 1.807)  0.2824
H (0.998, -6.294, 2.604)  0.3346
H (2.478, -7.050, 3.279)  0.2781
H (1.442, -5.983, 4.293)  0.3061
H (0.073, -4.275, 3.121)  0.3067
H (-0.744, -1.988, 2.719)  0.6523
H (0.551, 0.720, 2.080)  0.6868
H (-1.337, 2.047, 1.304)  0.0599
H (-5.097, 1.827, -1.448)  0.3552
H (-4.992, 3.605, -1.320)  0.4797
H (-3.616, 2.678, -1.980)  0.1180
H (-2.587, 3.775, 1.453)  0.2765
H (-2.142, 3.764, -0.289)  0.6356
H (-3.560, 4.670, 0.263)  0.4423
H (-4.648, 2.444, 2.206)  0.3238
H (-5.570, 3.506, 1.103)  0.4636
H (-5.717, 1.736, 0.960)  0.3375
H (-5.572, -1.775, 1.063)  0.2959
H (-5.411, -3.540, 1.285)  0.4683
H (-4.402, -2.428, 2.248)  0.3110
H (-2.095, -3.904, -0.338)  0.3199
H (-2.359, -3.708, 1.425)  0.2306
H (-3.439, -4.736, 0.465)  0.4758
H (-3.679, -2.866, -1.976)  0.2896
H (-5.027, -3.740, -1.194)  0.4676
H (-5.104, -1.962, -1.394)  0.3062
H (-1.022, -2.112, 0.306)  0.6922
H (3.045, -1.027, 0.918)  -0.4101
H (4.032, -2.949, 1.914)  0.3869
C (5.469, 2.298, 1.347)  -1.5371
C (5.055, 1.083, 0.559)  1.5785
C (5.144, 1.330, -0.933)  -1.7038
C (5.830, -0.173, 0.929)  -1.7072
O (3.652, 0.757, 0.986)  -0.3110
C (2.597, 1.542, 0.644)  -0.5545
C (1.352, 0.717, 0.178)  -0.2110
N (0.550, 1.740, -0.410)  -0.0241
C (0.276, 1.989, -1.642)  0.0466
C (-0.201, 3.380, -1.886)  0.3950
C (-1.119, 3.681, -2.906)  -0.4332
C (-1.629, 4.976, -3.011)  -0.7451
C (-1.212, 5.976, -2.118)  -0.5341
C (-0.267, 5.684, -1.125)  -0.6893
C (0.240, 4.388, -1.008)  0.0488
C (0.411, 1.020, -2.757)  0.4572
C (0.845, 1.475, -4.013)  -0.4960
C (1.113, 0.567, -5.035)  -0.8200
C (1.040, -0.811, -4.776)  -0.4894
C (0.621, -1.271, -3.516)  -0.9169
C (0.233, -0.354, -2.537)  -0.0286
O (2.662, 2.755, 0.667)  -0.6221
H (5.435, 2.070, 2.420)  0.3268
H (6.492, 2.583, 1.068)  0.4186
H (4.766, 3.111, 1.129)  0.3292
H (4.741, 0.477, -1.493)  0.3511
H (4.608, 2.250, -1.185)  0.3771
H (6.197, 1.454, -1.225)  0.4848
H (5.424, -1.058, 0.417)  0.3799
H (6.879, -0.072, 0.629)  0.4601
H (5.801, -0.346, 2.012)  0.3551
H (1.763, -0.004, -0.559)  0.7084
H (-1.410, 2.888, -3.599)  0.4475
H (-2.343, 5.199, -3.803)  0.3746
H (-1.606, 6.984, -2.212)  0.3722
H (0.091, 6.459, -0.442)  0.3898
H (0.985, 4.139, -0.252)  0.4232
H (1.014, 2.540, -4.160)  0.4359
H (1.420, 0.932, -6.019)  0.3804
H (1.326, -1.527, -5.547)  0.3828
H (0.616, -2.344, -3.286)  0.4184
H (-0.192, -0.677, -1.583)  0.6195

Cartesian forces (eV/Å) of the 6 atoms listed first:
C -0.27 0.30 -0.07
N 0.63 -1.18 0.35
C -0.13 0.36 -0.02
C -0.21 0.96 -0.22
C 0.68 -0.11 0.18
C 0.25 0.20 -0.37

**Total charge**: -1
**Lowest unoccupied orbital energy**: 2.2 eV
**Gap between HOMO and LUMO**: 0.190 hartree
**Energy**: -53505.383 eV
**Multiplicity**: 1